ORCA calculation (wB97M-V/def2-TZVPD) on 8 unconnected molecules or ions with the total composition C30H83N7O9 at a distorted geometry.

Cartesian coordinates (Å):
1 C -0.8833 0.4955 -0.3359
2 C -1.8143 1.0165 -1.4249
3 O -2.3883 2.2885 -1.1259
4 O -0.3213 -0.4435 -0.9599
5 H -1.3913 0.1435 0.5821
6 H -0.2333 1.2535 -0.0109
7 H -2.6873 0.3855 -1.4579
8 H -1.2963 1.1155 -2.3669
9 H -2.7983 2.1155 -0.2199
10 H 0.6087 -0.2835 -0.8209
11 C 1.0797 -1.7355 1.3491
12 C 2.3717 -1.5295 0.6351
13 C 2.8937 -2.7265 -0.2579
14 O 3.9847 -2.2845 -1.1279
15 C 3.5837 -2.1635 -2.4789
16 N 2.2947 -0.3625 -0.1829
17 H 1.3097 -2.4355 2.1061
18 H 0.2717 -2.0935 0.7641
19 H 0.9227 -0.8585 1.9611
20 H 3.1387 -1.3175 1.3621
21 H 2.1097 -3.2675 -0.8839
22 H 3.4217 -3.4845 0.2971
23 H 2.7017 -1.4805 -2.6979
24 H 3.4597 -3.1445 -2.9109
25 H 4.3567 -1.7385 -3.1689
26 H 3.2297 -0.3015 -0.5789
27 H 1.9537 0.5585 0.1561
28 C 4.1157 0.4285 -6.9069
29 C 3.2627 -0.5585 -6.1529
30 C 1.9997 0.0955 -5.5559
31 O 2.3427 0.3345 -4.2409
32 C 1.2397 0.8465 -3.4599
33 N 2.8387 -1.5855 -7.0719
34 H 4.6177 1.1225 -6.2679
35 H 3.5867 1.0575 -7.6649
36 H 4.8757 -0.0945 -7.4599
37 H 3.8207 -0.9605 -5.3439
38 H 1.1027 -0.5245 -5.6799
39 H 1.7277 1.0025 -6.0419
40 H 0.9087 1.8125 -3.8609
41 H 1.5887 0.8865 -2.4189
42 H 0.4607 0.1095 -3.5199
43 H 2.2447 -2.2815 -6.5909
44 H 3.5817 -2.0485 -7.5369
45 C -3.1243 4.4615 1.6071
46 C -3.3793 3.4035 2.6001
47 C -2.6423 2.0925 2.2151
48 O -3.4393 1.5555 1.1561
49 C -4.6733 0.8875 1.5011
50 N -2.8053 3.8165 3.8441
51 H -3.6513 4.2395 0.6701
52 H -2.0943 4.5885 1.3041
53 H -3.4643 5.4685 1.9311
54 H -4.4053 3.2275 2.7111
55 H -2.5393 1.3715 2.9921
56 H -1.6733 2.2615 1.8081
57 H -5.4703 1.6475 1.4911
58 H -4.6133 0.3565 2.4461
59 H -4.9673 0.1415 0.8071
60 H -1.8273 3.7795 3.6861
61 H -3.0683 3.0785 4.5471
62 C -3.7433 -6.6375 1.2191
63 C -3.4433 -5.5105 2.2571
64 C -3.0053 -4.1445 1.6161
65 O -3.0583 -3.1285 2.5641
66 C -2.4593 -1.9495 2.0401
67 N -4.5853 -5.3095 3.0591
68 H -2.9873 -6.6475 0.4471
69 H -4.6943 -6.3815 0.7921
70 H -3.9273 -7.5495 1.7941
71 H -2.5043 -5.8265 2.7981
72 H -3.7423 -3.8985 0.8491
73 H -1.9723 -4.3975 1.2601
74 H -2.8753 -1.4535 1.1331
75 H -1.4443 -2.1215 1.8641
76 H -2.6203 -1.1865 2.7081
77 H -4.5283 -4.3005 3.1511
78 H -4.2153 -5.5895 3.9941
79 C 0.2927 4.1155 0.4511
80 C 1.6097 3.7165 -0.2769
81 C 2.5997 4.8585 -0.2439
82 O 3.8037 4.5925 -0.9659
83 C 4.8767 4.3065 -0.0849
84 N 2.1497 2.5785 0.3831
85 H -0.1923 5.0615 -0.0029
86 H 0.4587 4.4985 1.4051
87 H -0.5093 3.3655 0.2821
88 H 1.2597 3.5715 -1.2709
89 H 2.7607 5.1685 0.7611
90 H 2.1537 5.7735 -0.6909
91 H 4.9937 5.1085 0.6171
92 H 5.8717 4.2175 -0.5619
93 H 4.6397 3.4085 0.4331
94 H 2.5697 2.9185 1.2681
95 H 2.9127 2.1855 -0.2009
96 C 1.1407 -4.9815 -3.7549
97 C 0.3127 -3.8625 -4.2949
98 C -0.2933 -2.9845 -3.1379
99 O -1.2763 -3.8065 -2.5419
100 C -1.8663 -3.2465 -1.3999
101 N 1.2677 -2.9825 -5.0699
102 H 0.5077 -5.7995 -3.3859
103 H 1.7267 -4.6425 -2.9779
104 H 1.7517 -5.4485 -4.5399
105 H -0.4513 -4.1335 -4.9649
106 H -0.6653 -2.0545 -3.5469
107 H 0.4347 -2.7355 -2.3689
108 H -1.1383 -3.0685 -0.6209
109 H -2.6243 -3.8355 -0.9799
110 H -2.3243 -2.2875 -1.6619
111 H 1.8507 -2.6025 -4.3689
112 H 0.7647 -2.2055 -5.4589
113 C -1.6173 3.2705 6.9621
114 C -0.3163 2.6825 6.4731
115 C -0.2503 2.3385 4.9531
116 O 1.0327 2.0315 4.3641
117 C 0.8777 1.5735 3.0281
118 N 0.7947 3.5865 6.7571
119 H -1.7393 3.1255 8.0021
120 H -2.4803 2.8865 6.4831
121 H -1.6573 4.3015 6.7931
122 H -0.1473 1.7935 7.0411
123 H -0.5563 3.2275 4.3961
124 H -0.9683 1.5435 4.8301
125 H 1.7527 0.9545 2.8731
126 H 0.7137 2.4325 2.3941
127 H 0.1017 0.8795 2.8811
128 H 1.5867 3.0535 6.4601
129 H 0.9507 3.8375 7.7871

Atomic forces in eV per Å
C -4.9295 4.0307 1.7395
C -1.7211 2.0548 1.6064
O -0.0693 0.2991 1.3380
O 3.9992 -6.3140 -2.9726
H -0.4513 0.2514 -0.0711
H 1.1360 1.4984 0.4520
H 0.0038 -1.1388 -0.6833
H 0.1675 -0.2683 -0.1412
H 0.1950 0.5574 -1.6320
H 1.5425 -1.2055 -0.5550
C 1.2448 -0.2797 1.0210
C 0.2955 -0.4218 -0.7601
C 0.1186 0.2219 -1.0084
O -0.9660 0.5794 -0.0061
C -0.0471 1.1101 -1.4938
N 0.2448 1.0881 -1.8089
H -0.1086 -1.3884 0.9211
H -0.7073 0.1543 -0.6001
H -0.7734 0.4580 -0.3638
H 0.4990 -0.4987 0.7345
H 0.6227 0.9780 0.7938
H -0.3569 -0.2709 0.8715
H 0.7356 -0.9648 0.7575
H -0.5993 -0.5749 -0.0451
H 0.0175 -0.0232 1.2532
H -0.3050 0.6996 -0.3766
H 0.6538 -1.0656 0.6406
C -0.2264 0.8127 -0.8989
C -1.3073 0.5220 -1.5579
C 0.7878 -0.7413 -0.3666
O -0.7262 0.6765 1.8809
C 1.3453 -0.3499 -0.5085
N -1.6829 -0.3749 0.1087
H 0.3430 0.4381 0.6787
H -0.0601 -0.7293 0.6167
H 0.4941 -0.3351 -0.2248
H 0.6263 -0.2781 1.0624
H 0.1644 -0.1426 0.2706
H 0.0037 1.0960 -0.7067
H -0.0063 -0.0503 0.2536
H -0.1478 0.2918 -0.3985
H -0.7677 -0.2106 0.0894
H 0.8576 0.3098 -0.6102
H 0.7680 -0.3604 -0.3150
C -0.9036 1.5500 -1.8111
C 2.8266 -0.8261 0.5021
C -3.0073 0.7234 -1.2451
O -0.2949 -1.8833 -0.3462
C 0.2863 1.6517 0.5198
N -1.7205 -0.3403 2.1222
H 0.0446 0.0692 0.0674
H 0.4436 -0.2175 0.2895
H 0.0146 -0.7351 0.0750
H -1.5584 -0.3445 0.1987
H -0.1791 -0.5304 1.0101
H 0.8111 0.3930 -0.3778
H 0.0791 -0.3518 0.3838
H 0.1315 0.2849 0.4493
H 0.3087 -0.5438 -1.1956
H 0.7480 0.2049 0.3420
H 0.8026 1.1724 -0.7404
C 0.0267 1.4681 1.0788
C 2.5194 -0.5927 -2.0475
C -0.1721 -2.5865 -0.3252
O 0.4080 0.8506 -0.2013
C -1.3540 -0.5231 -1.1241
N 0.3047 0.3421 2.7499
H 0.2746 -0.6471 -0.1498
H -0.5024 0.1296 -0.5035
H 0.5287 -0.1177 -0.4058
H -0.9479 0.1301 0.0446
H 0.3481 -0.0205 -0.6145
H -0.7367 0.9471 -0.2001
H -0.2929 -1.2315 -0.1102
H 1.6561 -0.1335 -0.1690
H 0.0377 1.6012 2.2236
H -1.0291 0.2742 0.5566
H -1.2597 0.0893 -0.5374
C -1.0558 1.4633 -3.0842
C -1.5316 1.9786 1.1156
C -0.6556 1.2585 -1.9230
O 0.0473 0.0041 0.2155
C 0.4541 0.3581 -0.5492
N 1.3380 -1.4308 -0.0862
H 0.9183 -1.3100 0.0260
H 0.2295 -0.2073 2.2411
H 0.7436 0.2655 0.6417
H 0.3492 -0.8346 -1.0765
H 0.6164 -0.0490 1.2213
H 0.1173 -0.5435 -0.1116
H -0.0113 0.5357 0.6696
H -0.8642 -0.1033 -0.4087
H 0.2429 -0.8795 0.6850
H -0.2388 -0.6064 -0.6934
H -0.3962 0.5319 0.6620
C -1.6718 -2.2212 -1.6948
C 1.6883 2.7968 0.8473
C 0.0483 -1.9684 -0.6334
O -0.4789 -0.2519 -0.0279
C 0.6203 1.5133 -0.7429
N -1.4249 -1.4952 0.0780
H 0.0493 0.2840 0.1827
H 1.4954 0.6607 1.6970
H -0.0002 0.3840 0.1660
H -1.0562 -0.6558 -0.6708
H -0.5543 0.3654 -0.0807
H 0.5405 0.1464 -0.0414
H 0.4488 0.1797 0.2672
H -0.9330 -1.3391 0.0398
H 0.0440 0.2050 0.1355
H 1.0792 0.7366 0.6799
H -0.4217 0.1675 -0.0299
C 0.3827 -0.5001 -0.7292
C 1.2045 0.2742 -0.2422
C 0.2761 1.2954 0.1913
O -1.0318 -0.7326 1.5891
C 1.0858 0.5788 1.2261
N 0.2565 0.9661 1.4661
H 0.0042 -0.3115 1.1920
H -0.8542 -0.7686 -0.4482
H 0.1542 1.7462 -0.4090
H -0.0538 -1.2197 0.1596
H -0.1166 -0.1350 0.3679
H -0.2264 -0.5582 -0.5065
H 0.5902 0.5508 -0.7049
H 0.3008 -0.0943 -0.5201
H -1.6511 -0.7984 0.1854
H 0.9899 0.1394 -0.0490
H -0.6362 -0.7695 -1.9788

ΔE to the lowest compared entry with this formula, charge and spin in eV: 5.903
E_tot in Eh: -2252.9152
Structure (SMILES): COC[C@H](C)N.COC[C@H](C)N.COC[C@H](C)N.COC[C@H](C)N.COC[C@H](C)N.COC[C@H](C)N.COC[C@H](C)N.OCCO
Frontier orbital gap in eV: 9.00
Highest occupied orbital energy in eV: -8.67